Entry 1:
Formula: C42H56IN8O2P2SZn
Source: the Open Molecules 2025 dataset
Level of theory: ωB97M-V/def2-TZVPD

Multiplicity   1
Net charge   +1
Energy   -5380.3767 Ha

The geometry in XYZ format:
```
113
Properties=species:S:1:pos:R:3:lowdin_charge:R:1
C 5.416 -1.958 -2.195 0.00
H -5.572 3.352 -0.200 0.12
C -5.069 -1.382 2.688 -0.04
C 0.476 -2.005 -2.996 -0.22
H -0.302 -0.437 4.352 0.08
C -1.963 1.378 2.742 -0.13
C -3.199 -0.216 1.649 -0.20
C 1.071 -0.618 2.691 -0.43
N 2.328 -0.723 3.198 -0.07
P 0.928 1.736 -0.990 1.04
C -6.274 0.249 -4.608 -0.06
C -5.234 -2.106 1.530 -0.06
C 2.412 -0.016 5.592 -0.06
H -4.023 1.341 0.183 0.12
C 2.846 3.866 -0.715 -0.08
C 5.742 0.837 -2.235 0.00
C 4.508 0.289 -1.834 -0.20
H 2.641 4.175 -1.735 0.08
N -2.565 2.331 -0.814 0.01
P 0.478 -1.660 -1.190 1.06
H -5.996 -2.871 1.487 0.11
N 3.140 -1.656 -1.526 0.14
H 7.416 -2.021 -2.910 0.11
H 5.429 0.221 2.102 0.08
H 1.406 -2.497 -3.271 0.05
H -7.104 0.524 -5.242 0.11
S -2.629 -0.963 -2.158 0.61
C -5.293 1.184 -4.314 -0.06
C 1.935 2.800 1.356 -0.09
C -4.452 -1.874 0.397 0.00
H -4.428 0.279 4.777 0.12
H 1.081 2.290 1.798 0.05
H 0.242 3.160 -2.847 0.04
H 1.762 -4.276 1.238 0.09
C 4.342 -1.126 -1.821 -0.19
H 4.206 1.313 2.753 0.06
H -2.574 1.929 4.732 0.11
C -5.087 -1.399 -3.328 -0.06
C 3.520 -0.719 2.361 -0.21
H -0.589 -4.949 0.165 0.09
H -3.418 1.528 -3.311 0.10
H 1.937 -1.980 4.842 0.11
H 1.718 2.240 -3.235 0.06
N 0.767 -0.163 1.523 0.08
H 2.790 2.127 1.367 0.06
C 6.596 -1.393 -2.596 -0.06
C -0.067 -1.116 3.536 0.00
N -3.780 2.202 -0.287 0.01
H 1.649 -5.295 -0.933 0.09
H 3.142 4.744 -0.146 0.09
C 6.758 0.005 -2.618 -0.06
C -4.214 0.832 -3.517 -0.06
C 2.315 0.550 -1.232 -0.40
H -1.132 2.066 2.703 0.11
H -1.710 3.837 -1.987 0.08
H -0.936 -1.216 2.895 0.07
H 0.166 -2.090 3.960 0.09
N -2.662 -0.533 -0.606 -0.22
C 2.135 -0.863 -1.262 -0.41
H 1.396 0.370 5.593 0.06
H -1.291 -3.790 -0.963 0.06
H 2.373 -3.962 -1.826 0.06
C 0.782 -3.393 -0.471 -0.67
N -2.162 0.649 1.671 0.04
H 3.093 0.806 5.387 0.07
C -3.803 0.389 3.905 0.02
H 2.640 -0.403 6.582 0.08
C -0.618 -3.897 -0.113 -0.09
H -5.710 -1.546 3.540 0.11
H -0.384 -2.628 -3.226 0.04
H 5.853 1.910 -2.249 0.12
H 0.299 4.691 -1.014 0.07
C 0.480 4.271 -0.029 -0.10
H -6.940 -1.768 -4.333 0.11
H 0.366 -1.069 -3.540 0.04
H 3.611 -1.505 4.614 0.12
H 7.698 0.419 -2.953 0.11
C -4.051 -0.414 2.770 -0.15
H 1.246 -2.618 1.499 0.05
N 3.473 1.090 -1.512 0.14
H -0.439 3.818 0.343 0.06
C -4.559 3.268 -0.533 -0.13
Zn -0.953 0.335 -0.178 0.48
C 1.667 -3.298 0.769 -0.09
H 3.238 -0.538 1.324 0.09
C -6.176 -1.040 -4.107 -0.06
H -1.034 -3.323 0.715 0.07
H 0.776 -4.594 -2.284 0.08
H 1.576 0.134 0.987 -0.02
H 2.187 3.659 1.976 0.10
H -5.361 2.182 -4.719 0.11
C -3.445 -0.922 0.420 -0.29
C -4.121 -0.458 -3.028 -0.25
H 0.750 5.094 0.631 0.10
H 0.119 1.432 -3.194 0.03
C 0.746 2.204 -2.747 -0.20
C 1.435 -4.362 -1.453 -0.09
C 4.583 0.294 2.781 -0.06
O -1.560 -0.116 -2.654 -0.41
C 1.614 3.246 -0.070 -0.68
H -4.953 -2.414 -2.990 0.11
C 2.582 -1.141 4.572 -0.21
H 4.943 0.081 3.783 0.07
H 2.658 -2.956 0.480 0.06
H -4.613 -2.444 -0.504 0.10
H 3.958 -1.726 2.401 0.13
C -3.791 4.140 -1.273 -0.75
C -2.557 3.497 -1.430 -0.22
H 3.675 3.167 -0.722 0.05
H 5.269 -3.027 -2.187 0.12
C -2.773 1.294 3.884 -0.04
I -4.328 6.038 -1.945 0.85
O -2.486 -2.386 -2.340 -0.31
```

Entry 2:
Formula: C22H63N5O7
Source: the Open Molecules 2025 dataset
Level of theory: ωB97M-V/def2-TZVPD

Relative energy (zero: lowest compared OMol25 entry of this formula, charge and spin)   5.0570 eV
Multiplicity   1
Energy   -1676.1466 Ha
Structure (SMILES)   COC[C@H](C)N.COC[C@H](C)N.COC[C@H](C)N.COC[C@H](C)N.COC[C@H](C)N.CO.CO

The geometry in XYZ format:
```
97
Properties=species:S:1:pos:R:3:lowdin_charge:R:1
N 14.246 17.265 -11.657 0.03
H 3.323 14.897 -11.765 0.08
H 6.898 10.493 1.538 0.05
H 14.239 15.744 -2.978 0.07
H 14.004 18.602 -3.573 0.07
H 14.028 8.517 0.958 0.08
C 4.780 11.354 1.658 -0.21
H 16.450 8.120 -6.013 0.08
N 13.748 12.801 -0.408 0.04
H 1.548 14.996 -11.720 0.08
H 6.128 9.084 1.680 0.07
C 6.377 13.070 1.097 -0.12
C 4.164 9.349 0.281 -0.07
H 11.671 18.682 -9.872 0.12
H 12.239 17.090 -9.643 0.11
H 14.710 8.011 -6.453 0.07
N 6.438 9.768 1.005 0.04
C 14.985 9.038 0.935 -0.10
H 12.693 19.642 -12.410 0.07
H 1.257 17.713 -10.439 0.07
C 5.232 10.441 0.516 -0.44
C 14.198 11.184 1.479 -0.23
H 4.091 8.636 1.102 0.07
C 13.281 13.763 1.711 -0.06
C 15.510 7.595 -5.841 -0.18
H 9.195 11.390 -5.787 0.12
C 3.511 16.821 -9.590 -0.19
H 12.840 17.486 -2.741 0.07
C 4.057 18.268 -7.679 -0.12
H 14.346 11.046 2.550 0.12
H 0.886 17.073 -9.111 0.07
O 3.316 17.159 -8.189 -0.19
H 14.146 18.585 -9.952 0.13
H 3.643 17.700 -10.221 0.12
H 9.344 11.430 -2.028 0.07
H 10.311 15.704 -12.178 0.09
H 12.227 13.576 1.509 0.07
H 13.148 10.930 1.334 0.12
H 9.371 13.735 -6.296 0.09
H 15.485 8.456 0.162 0.08
N 1.144 16.789 -10.046 0.03
H 5.106 18.314 -7.971 0.07
H 9.804 9.367 -3.317 0.07
C 10.609 9.945 -3.772 -0.04
H 14.472 19.767 -12.295 0.06
O 5.830 12.239 2.082 -0.19
H 15.492 8.912 1.892 0.09
O 8.442 12.953 -4.584 -0.22
C 2.350 15.971 -10.069 -0.45
N 9.946 11.961 -2.640 0.01
H 5.302 10.934 -0.454 0.13
H 8.117 11.087 -4.388 0.14
H 13.526 14.799 1.477 0.07
H 11.508 9.811 -3.171 0.07
H 2.482 16.323 -12.206 0.08
C 11.142 16.124 -11.611 -0.13
H 9.870 14.549 -4.809 0.08
H 6.717 13.925 1.682 0.09
H 3.118 9.649 0.225 0.07
H 5.709 13.459 0.328 0.09
H 11.025 12.253 -4.248 0.14
H 4.216 10.804 2.411 0.13
O 15.012 10.439 0.599 -0.18
H 13.386 20.450 -11.056 0.06
C 12.182 17.875 -10.396 -0.15
H 16.243 6.074 -6.871 0.08
H 8.413 14.905 -5.299 0.08
H 13.150 17.473 -4.504 0.06
H 4.139 18.338 -6.594 0.09
C 2.474 15.515 -11.474 -0.09
O 14.592 16.548 -3.366 -0.14
H 4.404 16.202 -9.683 0.12
H 2.263 15.076 -9.452 0.15
H 10.746 9.424 -4.720 0.06
H 13.537 16.983 -12.319 0.05
H 13.796 11.853 -0.752 0.05
H 3.868 11.804 1.265 0.11
H 12.746 12.786 -0.285 0.04
C 10.285 11.503 -3.969 -0.40
H 12.094 15.608 -11.732 0.08
C 14.186 12.674 1.007 -0.39
H 13.453 13.688 2.785 0.06
C 9.000 11.621 -4.740 -0.19
C 13.603 18.299 -10.853 -0.40
H 4.441 8.844 -0.645 0.08
C 9.050 14.021 -5.294 -0.11
C 13.549 19.614 -11.736 -0.06
H 7.175 12.578 0.541 0.08
H 15.235 7.842 -4.815 0.07
H 9.282 12.602 -3.051 0.03
O 11.293 17.528 -11.534 -0.20
C 13.598 17.592 -3.517 -0.14
H 15.088 17.546 -12.140 0.07
O 15.648 6.231 -6.133 -0.12
H 3.734 19.175 -8.191 0.08
H 11.026 15.881 -10.554 0.07
H 15.218 12.972 1.193 0.12
```

Entry 3:
Formula: C41H59BrN6O2SSi2Ti
Source: the Open Molecules 2025 dataset
Level of theory: ωB97M-V/def2-TZVPD

Relative energy (zero: lowest compared OMol25 entry of this formula, charge and spin)   1.0142 eV
Multiplicity   1
Energy   -6477.3492 Ha

The geometry in XYZ format:
```
113
Properties=species:S:1:pos:R:3:lowdin_charge:R:1
H 0.931 -4.224 4.187 0.07
H 2.557 -3.114 -1.983 0.05
H 5.747 1.478 3.503 0.12
C 6.679 0.915 1.640 -0.08
H -1.284 1.475 -5.151 0.11
H 3.351 -2.294 1.638 0.07
C -0.606 7.610 -1.423 -0.04
H 0.214 -0.337 -4.897 0.07
H -0.984 -4.003 -0.957 0.06
C 0.694 3.713 -0.253 -0.21
C -5.526 1.347 -0.234 -0.18
H -5.130 1.538 -1.233 0.02
C 5.607 1.202 2.466 -0.01
H -0.487 -5.718 0.865 0.06
N -1.725 1.916 -1.852 0.15
H -3.438 -3.715 1.727 0.08
H -6.559 -0.616 2.180 0.03
C 5.178 0.513 -0.179 -0.03
H 0.235 -3.115 5.374 0.09
C 2.696 0.747 0.050 -0.39
H -3.443 4.532 -3.073 0.12
Br -1.139 3.663 1.922 0.76
C -5.180 -1.657 -0.603 -0.18
H -2.664 -2.136 1.909 0.03
H -0.387 4.455 -2.629 0.09
C -2.394 3.087 -4.274 -0.06
H -0.195 9.387 -2.540 0.10
C -1.647 1.921 -4.236 -0.01
H -6.607 1.216 -0.321 0.03
C -0.222 8.305 -2.556 -0.08
Ti 0.215 -0.381 0.154 0.88
C 2.006 -1.224 -2.567 -0.92
H -2.793 3.402 -0.943 0.10
H -0.261 -0.722 4.781 0.09
H 2.167 -0.905 3.068 0.05
N -0.042 -0.312 -1.832 -0.08
C 1.889 -1.732 3.719 -0.10
H -0.864 -5.361 2.552 0.07
Si -4.752 -0.199 0.522 0.45
C 6.472 0.575 0.309 -0.09
C -0.459 4.390 0.295 -0.66
C 0.137 7.619 -3.709 -0.09
C -1.351 1.351 -2.996 -0.22
H 2.452 1.270 2.409 0.08
H -2.161 -5.708 1.405 0.09
C -2.916 -0.062 0.632 -0.18
C 1.842 -3.717 0.921 -0.59
C 4.091 0.789 0.639 -0.10
C 4.305 1.148 1.977 -0.26
H -0.428 -0.257 3.083 0.05
C -1.192 -5.211 1.521 -0.09
C -2.839 3.634 -3.085 -0.06
H 5.004 0.251 -1.218 0.10
H 3.909 -3.352 0.342 0.09
H -5.062 -1.410 2.679 0.02
H 1.391 -5.439 2.187 0.06
H 0.344 5.693 -4.623 0.11
C -1.697 -0.018 0.682 -0.21
H -4.919 -2.606 -0.134 0.01
H 7.310 0.352 -0.337 0.10
H 2.773 0.229 -0.911 0.04
C 3.047 -2.784 0.713 -0.10
H -0.798 -3.862 4.154 0.05
H 1.129 -3.692 -1.144 0.04
H -1.508 -0.714 -4.660 0.09
N 2.276 2.130 -0.222 0.03
H -5.258 0.328 2.912 0.03
N 0.908 -1.297 -1.774 -0.07
H -4.640 -1.594 -1.551 0.03
O 1.753 0.149 0.878 -0.29
C -0.302 5.534 -2.587 -0.06
H 3.012 -5.450 1.478 0.09
C -2.517 -3.205 2.036 -0.11
N 1.062 2.539 0.111 0.02
C -0.523 -0.723 -4.193 -0.04
C -2.472 3.007 -1.901 -0.15
H -5.344 2.234 0.377 0.03
C -0.570 0.097 -2.946 -0.24
H -2.675 -4.123 -0.474 0.08
H 1.937 -1.379 4.754 0.09
H 2.655 -4.384 2.835 0.06
H 0.447 8.162 -4.592 0.10
C 0.082 6.233 -3.721 -0.07
S 2.600 0.151 -3.356 0.62
H 1.320 4.297 -0.928 0.13
C 0.469 -2.236 3.414 -0.61
O 3.299 1.471 2.824 0.07
C 1.550 -4.396 -0.425 -0.12
H 2.816 -2.002 -0.010 0.04
N 2.752 -2.349 -2.611 0.11
C -5.475 -0.501 2.236 -0.18
H -1.537 -1.431 3.793 0.07
C 0.190 -3.436 4.327 -0.09
H -0.878 8.151 -0.524 0.11
Si 0.287 -2.648 1.499 0.89
C -0.626 6.212 -1.408 -0.22
H 2.474 -4.826 -0.834 0.09
H 2.844 2.683 -0.849 0.15
C -0.994 5.529 -0.164 -0.13
H -2.373 -3.417 3.096 0.06
C 2.242 -4.809 1.920 -0.09
H -1.898 -2.537 -0.560 0.05
C -1.343 -3.720 1.191 -0.60
C -0.501 -1.096 3.780 -0.10
C -1.739 -3.584 -0.291 -0.11
H 0.846 -5.219 -0.315 0.06
H -2.632 3.547 -5.224 0.11
H 3.684 -2.246 -2.970 0.09
H 7.684 0.953 2.040 0.10
H -0.246 -1.749 -3.954 0.09
H 2.630 -2.524 3.612 0.06
H -6.249 -1.677 -0.826 0.03
H -1.738 6.026 0.448 0.10
```

| no. | lowest unoccupied orbital energy (eV) |
| --- | --- |
| 1 | -2.894 |
| 2 | 0.310 |
| 3 | -0.754 |